[1]
ORCA calculation (wB97M-V/def2-TZVPD) on the molecule C9H9NO2.

Last columns: bonded neighbours and bond lengths (Å).
Atoms and positions in Å:
1 C -2.2162 -1.3510 -2.8904  C2 1.565, H10 1.132, H11 1.139, H12 1.253
2 C -1.7159 -0.1481 -2.0226  C1 1.565, C3 1.315, O20 1.372
3 C -0.8660 0.2475 -1.1002  C2 1.315, C4 1.417, H14 1.064
4 C 0.1727 -0.5741 -0.5968  C3 1.417, C5 1.539, O21 1.282
5 C 0.9414 0.0676 0.5713  C4 1.539, C6 1.413, N19 1.401
6 C 1.7855 -0.7809 1.3224  C5 1.413, C7 1.475, H15 1.082
7 C 2.1190 -0.2921 2.6734  C6 1.475, C8 1.381, H16 1.252
8 C 1.6544 0.9560 3.0395  C7 1.381, C9 1.340, H17 1.167
9 C 1.2239 1.8530 2.1424  C8 1.340, H18 0.958, N19 1.360
10 H -2.0781 -1.4365 -4.0104  C1 1.132
11 H -1.9260 -2.3733 -2.4796  C1 1.139
12 H -3.4610 -1.4682 -2.9721  C1 1.253
13 H -2.7866 0.9893 -3.3085  O20 1.113
14 H -0.6952 1.2705 -0.8616  C3 1.064
15 H 1.8184 -1.8156 1.0074  C6 1.082
16 H 2.4680 -0.9030 3.7087  C7 1.252
17 H 1.6021 1.4321 4.1034  C8 1.167
18 H 1.1020 2.7297 2.5090  C9 0.958
19 N 0.6403 1.3611 1.0167  C5 1.401, C9 1.360
20 O -2.6147 0.8697 -2.2155  C2 1.372, H13 1.113
21 O 0.2250 -1.8473 -0.7404  C4 1.282

## Properties
E_HOMO in eV: -9.32
Energy above the lowest of the compared OMol25 structures with the same formula, charge and spin in kcal per mole: 126.9
Charge: 0
Spin multiplicity: 1

Atomic partial charges in e from the natural (NBO) method, atoms 1 to 4: -0.73, 0.45, -0.42, 0.51

***

[2]
ORCA calculation (wB97M-V/def2-TZVPD) on the molecule C9H9NO4.

Last columns: bonded neighbours and bond lengths (Å).
Atoms and positions in Å:
1 C 2.9438 0.7315 0.5806  C2 1.354, C3 1.388, H15 1.077
2 C 2.4361 0.7385 -0.6743  C1 1.354, C4 1.363, H16 1.043
3 C 2.0756 0.5674 1.6514  C1 1.388, C5 1.379, H17 1.052
4 C 1.1204 0.4728 -0.9099  C2 1.363, C6 1.375, H18 1.124
5 C 0.7422 0.3271 1.3944  C3 1.379, C6 1.408, H19 1.065
6 C 0.2023 0.2755 0.0946  C4 1.375, C5 1.408, C9 1.476
7 C -1.3644 -2.1513 0.8934  O11 1.142, O14 1.375, H20 1.128
8 C -1.4746 -0.6703 -1.7355  C9 1.782, H21 1.001, H22 1.134, H23 1.077
9 C -1.2333 -0.0102 -0.0980  C6 1.476, C8 1.782, N10 1.536, O14 1.430
10 N -1.9679 1.3353 -0.0043  C9 1.536, O12 1.191, O13 1.169
11 O -0.4731 -2.5180 0.2801  C7 1.142
12 O -1.5321 2.1662 -0.7377  N10 1.191
13 O -2.9139 1.3904 0.6797  N10 1.169
14 O -1.9062 -0.8900 0.8069  C7 1.375, C9 1.430
15 H 4.0084 0.6469 0.7183  C1 1.077
16 H 3.1059 0.9618 -1.4425  C2 1.043
17 H 2.2963 0.4834 2.6769  C3 1.052
18 H 0.5551 0.4733 -1.8809  C4 1.124
19 H 0.0687 0.5193 2.1970  C5 1.065
20 H -2.1097 -2.6199 1.5982  C7 1.128
21 H -1.4983 0.2361 -2.1589  C8 1.001
22 H -2.4610 -1.1923 -1.9376  C8 1.134
23 H -0.6202 -1.2734 -1.9919  C8 1.077

## Properties
E_HOMO in eV: -9.64
Energy above the lowest of the compared OMol25 structures with the same formula, charge and spin in kcal per mole: 110.5
Charge: 0
Spin multiplicity: 1

Atomic partial charges in e from the natural (NBO) method, atoms 1 to 4: -0.19, -0.22, -0.21, -0.17

***

[3]
ORCA calculation (wB97M-V/def2-TZVPD) on the molecule C9H9NS2.

Last columns: bonded neighbours and bond lengths (Å).
Atoms and positions in Å:
1 C -3.2235 -1.2665 0.4863  C8 1.436, N10 1.141
2 C 3.0397 0.4194 0.0390  C3 1.380, C4 1.378, H13 1.111
3 C 2.4081 -0.7514 -0.3264  C2 1.380, C5 1.381, H14 1.038
4 C 2.3009 1.5392 0.3538  C2 1.378, C6 1.378, H15 1.027
5 C 1.0338 -0.8722 -0.2685  C3 1.381, C7 1.343, H16 1.023
6 C 0.9309 1.4001 0.3900  C4 1.378, C7 1.368, H17 1.031
7 C 0.3255 0.2087 0.0984  C5 1.343, C6 1.368, C9 1.579
8 C -1.9163 -1.2118 -0.1055  C1 1.436, C9 1.663, H18 1.035, H19 1.094
9 C -1.2422 0.3075 -0.0628  C7 1.579, C8 1.663, S11 1.858, S12 1.865
10 N -4.2548 -1.4553 0.9352  C1 1.141
11 S -1.5430 1.1745 -1.6782  C9 1.858, H20 1.367
12 S -2.1212 1.4174 1.1507  C9 1.865, H21 1.289
13 H 4.1199 0.2796 0.2564  C2 1.111
14 H 3.0321 -1.5748 -0.4309  C3 1.038
15 H 2.7013 2.4628 0.5584  C4 1.027
16 H 0.7343 -1.7015 -0.7882  C5 1.023
17 H 0.5024 2.3372 0.4279  C6 1.031
18 H -1.2669 -1.8246 0.4182  C8 1.035
19 H -2.0698 -1.4096 -1.1704  C8 1.094
20 H -1.0384 0.0422 -2.2540  S11 1.367
21 H -2.4525 0.4793 1.9707  S12 1.289

## Properties
E_HOMO in eV: -9.16
Energy above the lowest of the compared OMol25 structures with the same formula, charge and spin in kcal per mole: 4.1
Charge: 0
Spin multiplicity: 1

Atomic partial charges in e from the natural (NBO) method, atoms 1 to 4: 0.27, -0.21, -0.18, -0.18